Formula: C32H34ClCoNPSi
Source: the OMol25 dataset
Level of theory: wB97M-V/def2-TZVPD

Element x y z (Å)
C -0.77627 -2.21761 2.81308
C -0.67607 -2.76191 1.50288
C 0.71933 -2.95751 1.21478
H -1.48957 -2.95361 0.82558
C 1.45843 -2.58851 2.36728
C 0.55533 -2.07441 3.33198
H 0.81923 -1.65651 4.28798
H -1.67977 -1.91421 3.31178
H 1.12783 -3.32801 0.29058
H 2.53153 -2.54461 2.43248
Co 0.31643 -0.87241 1.55758
Cl 2.16513 0.38899 1.12508
P 0.43273 -0.52441 -2.25472
C 1.53713 -1.58731 -3.27202
C 1.11803 -2.30081 -4.39272
H 0.08533 -2.24891 -4.70732
C 2.01843 -3.07681 -5.10942
H 1.67843 -3.62771 -5.97662
C 3.34903 -3.14321 -4.72212
H 4.04963 -3.74741 -5.28342
C 3.77623 -2.43481 -3.60662
H 4.81083 -2.48621 -3.29402
C 2.87483 -1.67181 -2.88142
H 3.20943 -1.13291 -2.00322
C -1.22197 -0.95611 -2.93352
C -1.85537 -2.07951 -2.39912
H -1.37027 -2.64081 -1.60972
C -3.09467 -2.48311 -2.87002
H -3.57097 -3.35891 -2.44932
C -3.73027 -1.75641 -3.86832
H -4.70267 -2.06441 -4.22972
C -3.11477 -0.63031 -4.39552
H -3.60507 -0.05851 -5.17262
C -1.86657 -0.23411 -3.93542
H -1.39097 0.63959 -4.35802
C 0.71883 1.12999 -3.00702
C 1.41933 1.33629 -4.19342
H 1.83333 0.49179 -4.72572
C 1.58733 2.61909 -4.69652
H 2.13563 2.76509 -5.61802
C 1.05093 3.70949 -4.02712
H 1.18183 4.70839 -4.42202
C 0.35033 3.51329 -2.84402
H -0.06547 4.35929 -2.31272
C 0.19503 2.23449 -2.33292
H -0.33927 2.08759 -1.40202
C -3.17637 0.16189 4.14848
Si -1.35217 0.31249 4.59188
C -1.33117 1.94139 5.53498
C -0.93497 -0.95581 5.92198
N -0.37237 0.39289 3.00038
C 0.14283 1.70529 2.81188
C -0.16697 2.51879 1.71658
C 0.46793 3.77059 1.58238
C 1.41773 4.19359 2.52528
C 1.74593 3.37659 3.60128
C 1.11823 2.14039 3.73888
H -3.77787 0.21729 5.07868
H -3.43857 -0.77441 3.62388
H -3.45057 1.01529 3.49458
H -2.05007 1.87489 6.37728
H -0.33027 2.14089 5.96528
H -1.63387 2.77349 4.86738
H -1.07577 -1.99651 5.57008
H 0.10213 -0.80571 6.28498
H -1.62677 -0.80421 6.77578
H -0.88497 2.19199 0.97828
H 0.23343 4.41179 0.74718
H 1.91383 5.14869 2.42098
H 2.49493 3.67639 4.32458
H 1.40993 1.50229 4.56238

Calculated values
Molar mass, g mol⁻¹: 586.1
Multiplicity: 5
Gap between HOMO and LUMO (spin up / spin down), eV: 8.17 / 6.16
Lowest unoccupied orbital energy (spin up / spin down), Ha: 0.0237 / -0.0682
<S²>: 6.03